Entry 1:
{
  "formula": "C7H10",
  "method": "ωB97M-V with the def2-TZVPD basis set",
  "symbols": ["C", "C", "C", "C", "C", "C", "C", "H", "H", "H", "H", "H", "H", "H", "H", "H", "H"],
  "coordinates": [[-0.45408, 1.07580, -1.71818], [-0.90753, 0.75279, -0.28510], [0.01424, -0.22559, 0.42774], [1.36789, 0.26118, 0.89114], [0.30192, -0.04014, 1.89901], [-0.06612, -1.59101, -0.05803], [-0.16198, -2.72005, -0.47107], [-0.03842, 2.08430, -1.79284], [-1.28474, 1.01129, -2.42486], [0.31935, 0.37905, -2.05095], [-0.96517, 1.67157, 0.31019], [-1.91535, 0.32319, -0.29245], [2.20567, -0.42283, 0.80479], [1.60887, 1.30253, 0.69224], [-0.18276, 0.79448, 2.39870], [0.40055, -0.93617, 2.50368], [-0.24233, -3.72038, -0.83400]],
  "atomic_forces_ev_per_a": [[-0.002, 0.030, -0.068], [-0.065, 0.027, 0.064], [-0.054, -0.033, -0.066], [0.196, 0.065, -0.073], [-0.099, -0.051, 0.210], [-0.029, -0.471, -0.172], [0.059, 0.473, 0.164], [-0.013, -0.114, 0.027], [0.095, 0.028, 0.054], [-0.105, 0.005, 0.004], [0.020, -0.130, -0.056], [0.126, 0.066, 0.025], [-0.138, 0.086, 0.026], [-0.077, -0.161, 0.032], [0.051, -0.129, -0.123], [0.019, 0.143, -0.109], [0.016, 0.166, 0.060]],
  "charge": 0,
  "de_lowest_ev": 2.481,
  "largest_force_ev_per_a": 0.50,
  "homo_lumo_gap_ev": 10.471,
  "smiles": "C#CC1(CC)CC1"
}


Entry 2:
{
  "formula": "C7H10",
  "method": "ωB97M-V with the def2-TZVPD basis set",
  "symbols": ["C", "C", "C", "C", "C", "C", "C", "H", "H", "H", "H", "H", "H", "H", "H", "H", "H"],
  "coordinates": [[-0.81425, -0.28607, 1.48369], [-0.36135, -1.31153, 0.51983], [-1.56587, -0.08586, 0.20646], [-0.60142, 0.39214, -0.90449], [0.46775, 1.46011, -0.54363], [1.51291, 0.33210, -0.29318], [0.43520, -0.72188, -0.64430], [-1.41585, -0.65218, 2.31233], [-0.09952, 0.47454, 1.77876], [-0.38448, -2.37592, 0.79666], [-1.99044, -1.11465, -0.03740], [-1.07463, 0.49588, -1.88376], [0.23630, 2.10269, 0.31352], [0.72103, 2.10656, -1.39096], [2.35168, 0.34765, -0.99450], [1.91460, 0.26730, 0.72466], [0.66831, -1.43088, -1.44370]],
  "atomic_forces_ev_per_a": [[0.414, -0.123, 0.366], [1.239, 0.523, 0.807], [0.079, -2.427, -0.297], [0.099, -0.164, -0.232], [-0.072, 0.106, 0.017], [0.213, 0.049, 0.012], [0.206, 0.005, -0.133], [0.184, -0.007, -0.071], [-0.229, 0.123, -0.028], [-0.599, 0.540, -0.492], [-1.317, 1.526, -0.297], [0.045, -0.013, 0.202], [0.019, -0.120, -0.142], [-0.063, -0.135, 0.166], [-0.096, 0.038, 0.089], [-0.071, 0.001, -0.179], [-0.051, 0.076, 0.213]],
  "charge": 0,
  "de_lowest_ev": 4.255,
  "largest_force_ev_per_a": 2.45,
  "homo_lumo_gap_ev": 8.878,
  "smiles": "C1C[C@H]2[C@@H]1[C@H]1C[C@@H]21"
}


Entry 3:
{
  "formula": "C7H10",
  "method": "ωB97M-V with the def2-TZVPD basis set",
  "symbols": ["C", "C", "C", "C", "C", "C", "C", "H", "H", "H", "H", "H", "H", "H", "H", "H", "H"],
  "coordinates": [[-1.78560, 0.55265, -0.07458], [-1.00454, -0.73703, -0.21702], [0.38248, -0.82205, -0.80236], [1.22775, 0.44552, -0.90327], [1.38234, 0.89065, 0.53557], [0.82530, 0.02859, 1.38657], [0.16362, -1.10245, 0.67221], [-2.58269, 0.59920, -0.82348], [-2.25026, 0.62457, 0.91509], [-1.15925, 1.43890, -0.20463], [-1.62738, -1.59422, -0.47061], [0.59219, -1.63322, -1.49424], [0.75478, 1.21976, -1.52333], [2.20303, 0.23243, -1.36071], [1.86434, 1.82448, 0.81282], [0.80080, 0.13947, 2.46717], [0.21312, -2.10724, 1.08480]],
  "atomic_forces_ev_per_a": [[0.030, 0.042, 0.017], [-0.121, -0.021, -0.032], [0.079, -0.033, -0.164], [-0.024, -0.009, -0.011], [-0.049, -0.048, 0.084], [0.012, 0.113, -0.093], [0.050, -0.100, 0.155], [0.123, -0.014, 0.064], [0.028, -0.025, -0.134], [-0.060, -0.120, 0.037], [0.114, 0.127, 0.044], [-0.048, 0.130, 0.133], [0.051, -0.089, 0.089], [-0.143, 0.033, 0.063], [-0.064, -0.149, -0.021], [0.044, -0.008, -0.163], [-0.021, 0.171, -0.070]],
  "charge": 0,
  "de_lowest_ev": 1.132,
  "largest_force_ev_per_a": 0.19,
  "homo_lumo_gap_ev": 9.932,
  "smiles": "C[C@@H]1[C@@H]2C=CC[C@H]12"
}